C30H57BFeO2P2 | wB97M-V/def2-TZVPD

```
93
Properties=species:S:1:pos:R:3:forces:R:3
Fe 0.00000 0.00000 0.00000 -0.2 -0.6 0.0
C 1.30549 0.09779 1.86978 -1.0 2.1 0.3
C 1.90097 0.95900 0.85376 0.5 1.2 0.9
C -0.23366 1.85107 1.24982 1.0 -0.6 1.3
C 0.00775 0.69916 2.16363 0.0 0.8 -0.1
C 0.96942 2.03752 0.45196 0.3 -0.2 2.1
C 2.06255 -0.89351 2.77317 -0.5 0.5 -1.0
H 2.83010 -1.43288 2.21954 0.0 0.0 -0.1
H 1.40045 -1.63313 3.21531 -0.1 0.0 0.0
H 2.55416 -0.36423 3.58916 0.0 0.1 0.0
C -0.87610 0.37738 3.38257 0.5 0.2 -0.9
H -0.52890 -0.49452 3.93114 0.1 0.0 -0.1
H -1.91789 0.21951 3.11302 0.0 0.0 0.0
H -0.85530 1.21339 4.08101 0.1 0.2 -0.1
C -1.39954 2.84651 1.37854 0.6 -0.8 0.1
H -1.12355 3.68051 2.02304 0.2 0.1 0.0
H -2.28232 2.37487 1.80934 0.3 0.1 -0.1
H -1.68802 3.25203 0.41145 0.0 0.0 -0.1
C 1.31106 3.46794 -0.04433 -0.2 -1.0 0.0
H 1.68741 4.04720 0.79891 0.0 -0.1 0.2
H 0.42296 3.99313 -0.39057 -0.1 -0.1 0.0
H 2.05871 3.56462 -0.82322 0.1 -0.4 -0.2
C 3.43405 1.14495 0.93774 -0.8 -0.1 -0.5
H 3.67267 1.57282 1.91151 -0.2 0.0 0.2
H 3.84046 1.85968 0.22638 -0.1 -0.2 -0.3
H 3.98299 0.20892 0.89462 0.1 -0.1 -0.3
C 2.18166 -1.60641 -2.62316 1.4 -0.6 0.0
C 3.11395 -1.47553 -1.65936 -0.1 -0.9 -1.4
C 4.59731 -1.39347 -1.95113 -0.5 -0.5 0.0
C 4.96010 -0.01640 -2.52996 -0.4 0.6 -0.2
C 3.74750 0.91698 -2.69155 1.6 -0.5 -1.2
C 2.88554 0.76028 -3.68406 0.9 -0.5 -1.5
C 2.96829 -0.38600 -4.69328 0.2 0.7 0.3
C 2.51903 -1.72897 -4.10012 0.0 -0.4 0.5
H 4.87812 -2.18048 -2.65149 0.0 0.0 -0.1
H 5.42309 -0.16486 -3.50458 -0.2 0.0 -0.3
H 5.16169 -1.61488 -1.04540 0.0 0.2 0.1
H 3.29553 -2.48144 -4.23929 0.1 0.0 0.0
H 1.12334 -1.60003 -2.50297 -0.8 0.0 1.0
H 2.93787 -1.39378 -0.61890 -1.0 0.1 0.9
H 1.65412 -2.12295 -4.63356 -0.1 0.1 0.0
H 2.43370 -0.13410 -5.60758 -0.4 0.0 0.2
H 2.25908 1.55660 -4.00146 -0.8 0.7 0.3
H 3.99350 -0.48289 -5.04679 0.3 0.0 0.2
H 5.77014 0.46212 -1.98518 -0.2 0.1 0.5
H 3.79283 1.85391 -2.20478 -0.2 0.8 0.8
P -0.51080 -2.27672 0.49230 -1.2 -4.2 1.3
C -1.32681 -2.64057 2.17026 0.2 0.7 -0.2
H -1.65012 -3.67977 2.22216 0.2 -0.1 -0.4
H -2.20711 -2.02891 2.35204 0.4 -0.1 0.0
H -0.62276 -2.49065 2.98299 0.2 0.1 0.0
C -1.73770 -3.28947 -0.53752 0.4 0.8 -0.3
H -1.96799 -4.23940 -0.05565 0.2 0.1 0.2
H -1.32533 -3.50784 -1.52204 0.2 0.0 0.0
H -2.66875 -2.73878 -0.66906 0.2 -0.1 0.0
C 0.73902 -3.69401 0.73566 0.1 0.8 -0.5
H 1.19129 -3.98430 -0.21228 0.1 0.2 -0.1
H 0.25073 -4.58134 1.13802 -0.3 0.2 0.0
H 1.52790 -3.40292 1.42777 0.0 0.1 0.0
P -1.06667 0.78748 -1.92088 -4.2 2.6 -3.3
C -0.88892 2.61314 -2.48210 1.4 -0.4 -0.1
H -1.18115 2.72164 -3.52702 -0.1 -0.2 0.0
H 0.11830 3.00118 -2.37377 0.3 -0.2 -0.2
H -1.50275 3.29029 -1.88861 -0.2 -0.4 0.1
C -1.51674 -0.17425 -3.50471 1.0 0.1 0.1
H -0.74594 -0.08781 -4.25545 0.6 -0.2 -0.1
H -2.41458 0.19012 -4.00246 0.0 0.3 0.5
H -1.68105 -1.22639 -3.27496 0.1 0.0 0.2
C -2.93749 1.25993 -1.85488 -0.1 -0.5 1.1
H -3.27273 1.79980 -2.74169 0.6 -0.1 -0.2
H -3.15452 1.89950 -0.99874 0.1 -0.2 -0.1
H -3.56641 0.37107 -1.79057 0.2 0.0 0.1
C -4.53304 -1.28224 2.96343 -0.1 -0.1 0.2
C -4.66153 -1.02577 1.43310 -1.8 -0.5 0.9
C -5.80473 -1.95865 0.96613 0.0 -0.1 -0.4
O -3.47069 -1.37319 0.75311 2.0 2.6 -0.3
B -2.64554 -0.14023 0.66372 -3.5 -0.1 0.3
O -3.56720 0.99465 0.91139 2.6 -2.5 -0.2
C -4.87024 0.47787 1.08940 -2.0 0.3 0.1
C -5.71843 0.67815 -0.19838 -0.3 -0.1 -0.1
C -5.58181 1.30214 2.18561 0.2 0.2 0.3
H -5.48933 -1.05761 3.48320 0.6 -0.1 -0.4
H -3.76492 -0.66239 3.44479 -0.1 -0.1 -0.2
H -4.30135 -2.34909 3.17013 -0.1 0.6 -0.3
H -5.57432 -3.01068 1.24041 -0.1 0.7 0.0
H -6.76610 -1.67366 1.44589 0.6 -0.2 -0.3
H -5.93207 -1.94941 -0.13385 0.0 0.1 0.6
H -6.77886 0.39925 -0.01210 0.7 0.3 0.1
H -5.70448 1.74051 -0.52146 0.1 -0.6 0.2
H -5.40679 0.03662 -1.03433 0.1 0.3 0.3
H -5.00515 1.31267 3.13179 -0.3 -0.1 -0.5
H -5.67874 2.36199 1.86217 0.0 -0.7 0.1
H -6.60004 0.90204 2.38127 0.6 0.2 -0.1
```
Positions in Å, forces in eV/Å.

## Properties
Spin multiplicity: 6
<S²>: 8.776
HOMO energy (spin up / spin down) in eV: -9.80 / -11.11
HOMO-LUMO gap (spin up / spin down) in eV: 8.09 / 7.26
Electronic energy in eV: -89762.2214
Charge: +1
Energy relative to the best compared isomer or geometry (same formula, charge and spin) in eV: 3.7878